[1]
{"formula": "C26H43BrN2O2PTe4Tl", "method": "wB97M-V/def2-TZVPD", "symbols": ["Tl", "N", "C", "C", "C", "O", "O", "H", "H", "H", "H", "H", "H", "Te", "Te", "Te", "Te", "Br", "C", "C", "C", "C", "C", "N", "H", "H", "H", "H", "C", "C", "C", "C", "C", "C", "P", "C", "C", "C", "C", "C", "C", "C", "C", "C", "C", "C", "C", "H", "H", "H", "H", "H", "H", "H", "H", "H", "H", "H", "H", "H", "H", "H", "H", "H", "H", "H", "H", "H", "H", "H", "H", "H", "H", "H", "H", "H", "H", "H", "H", "H"], "xyz": [[-3.149, 0.494, -0.065], [-4.983, 0.743, 2.298], [-4.492, 1.493, 3.460], [-3.104, 1.026, 3.871], [-1.963, 1.501, 2.940], [-0.798, 1.261, 3.326], [-2.320, 2.084, 1.884], [-5.874, 1.102, 1.977], [-5.120, -0.231, 2.546], [-5.178, 1.403, 4.317], [-4.440, 2.546, 3.183], [-3.082, -0.071, 3.914], [-2.856, 1.378, 4.876], [-3.416, 3.896, -3.655], [-6.041, 6.613, -6.026], [-6.047, 4.951, -3.893], [-4.811, 2.635, -1.536], [-1.172, 2.769, -0.768], [-1.020, 1.978, -2.462], [-0.329, 2.667, -3.454], [-0.288, 2.105, -4.715], [-0.889, 0.870, -4.921], [-1.570, 0.291, -3.867], [-1.694, 0.870, -2.673], [0.133, 3.614, -3.213], [0.191, 2.631, -5.531], [-0.860, 0.382, -5.885], [-2.088, -0.654, -3.990], [2.903, -2.943, -2.868], [2.643, -1.500, -3.285], [2.284, -0.633, -2.064], [1.554, -1.433, -0.965], [0.711, -2.511, -1.658], [1.615, -3.570, -2.305], [0.439, -0.328, 0.040], [0.170, -1.345, 1.606], [1.303, -2.274, 2.114], [0.997, -3.750, 1.864], [-0.221, -4.197, 2.680], [-1.264, -3.069, 2.765], [-1.156, -2.128, 1.569], [1.538, 0.999, 0.754], [2.078, 2.047, -0.232], [2.193, 3.381, 0.511], [2.757, 3.164, 1.932], [3.582, 1.880, 1.990], [2.706, 0.643, 1.692], [3.688, -2.954, -2.105], [3.277, -3.533, -3.709], [1.821, -1.482, -4.008], [3.513, -1.080, -3.796], [1.653, 0.198, -2.394], [3.191, -0.191, -1.647], [2.301, -1.930, -0.336], [0.093, -2.019, -2.415], [0.015, -2.987, -0.968], [1.069, -4.079, -3.104], [1.872, -4.333, -1.563], [0.014, -0.550, 2.343], [1.431, -2.125, 3.193], [2.263, -2.031, 1.668], [1.867, -4.363, 2.117], [0.812, -3.903, 0.797], [0.103, -4.480, 3.686], [-0.666, -5.089, 2.230], [-1.114, -2.483, 3.677], [-2.272, -3.488, 2.825], [-1.984, -1.420, 1.578], [-1.272, -2.702, 0.643], [0.791, 1.506, 1.382], [1.479, 2.154, -1.135], [3.073, 1.733, -0.564], [1.201, 3.829, 0.583], [2.820, 4.075, -0.057], [1.932, 3.084, 2.645], [3.361, 4.021, 2.238], [4.054, 1.766, 2.969], [4.396, 1.950, 1.261], [2.306, 0.262, 2.632], [3.340, -0.136, 1.255]], "charge": -2, "lumo_energy_ha": 0.136}

=====

[2]
{"formula": "C26H43BrN6OsP2", "method": "wB97M-V/def2-TZVPD", "symbols": ["N", "C", "C", "C", "C", "C", "C", "Os", "P", "C", "C", "C", "C", "C", "C", "C", "Br", "H", "H", "H", "H", "H", "H", "H", "H", "H", "H", "P", "C", "C", "H", "H", "H", "H", "H", "C", "C", "H", "H", "H", "H", "H", "C", "C", "H", "H", "H", "H", "H", "C", "C", "H", "H", "H", "H", "H", "C", "C", "H", "H", "H", "H", "H", "C", "C", "H", "H", "H", "H", "H", "N", "N", "N", "C", "N", "N", "H", "H", "H"], "xyz": [[-2.813, 3.960, -6.577], [-2.660, 2.670, -6.876], [-1.935, 1.789, -6.069], [-1.369, 2.270, -4.847], [-1.544, 3.660, -4.569], [-2.275, 4.449, -5.460], [-0.736, 1.384, -3.920], [0.118, 0.300, -1.227], [-0.825, -1.792, 4.851], [-0.681, 1.642, -2.492], [-1.694, 0.837, -1.745], [-1.686, 1.055, -0.345], [-2.314, 0.096, 0.543], [-2.728, -1.137, 0.014], [-2.215, -1.520, -1.247], [-1.771, -0.523, -2.168], [-3.743, -2.411, 0.950], [-0.404, 0.402, -4.279], [-0.523, 2.697, -2.207], [-1.883, 0.735, -6.331], [-1.147, 4.100, -3.658], [-3.133, 2.314, -7.794], [-2.426, 5.509, -5.247], [-1.583, 2.096, -0.032], [-1.735, -0.715, -3.242], [-2.536, 0.362, 1.571], [-2.280, -2.555, -1.563], [1.759, 1.092, 0.055], [-2.209, -2.578, 3.944], [-3.489, -2.690, 4.769], [-1.868, -3.563, 3.588], [-2.338, -1.941, 3.060], [-4.277, -3.165, 4.177], [-3.323, -3.299, 5.665], [-3.846, -1.705, 5.091], [-0.948, -0.022, 4.445], [-0.832, 0.774, 5.750], [-1.923, 0.151, 3.971], [-0.162, 0.248, 3.731], [-1.046, 1.831, 5.578], [-1.542, 0.408, 6.500], [0.175, 0.697, 6.173], [0.668, -2.546, 4.080], [1.048, -3.829, 4.834], [1.466, -1.792, 4.155], [0.444, -2.731, 3.018], [2.078, -4.108, 4.602], [0.972, -3.683, 5.919], [0.395, -4.661, 4.552], [2.943, -0.244, 0.531], [4.412, 0.170, 0.555], [2.804, -1.064, -0.187], [2.598, -0.623, 1.506], [4.825, 0.214, -0.462], [4.568, 1.139, 1.044], [4.979, -0.589, 1.107], [1.177, 1.793, 1.635], [0.906, 3.295, 1.592], [1.915, 1.527, 2.410], [0.244, 1.261, 1.884], [1.829, 3.855, 1.397], [0.170, 3.566, 0.822], [0.504, 3.613, 2.564], [2.727, 2.217, -1.010], [2.724, 1.673, -2.424], [3.734, 2.325, -0.593], [2.226, 3.191, -0.979], [2.824, 2.505, -3.130], [3.528, 0.952, -2.593], [1.766, 1.170, -2.657], [2.180, -3.630, -4.416], [1.457, -3.044, -3.393], [1.625, -3.553, -2.125], [1.256, -2.518, -1.389], [0.936, -1.432, -2.123], [1.137, -1.750, -3.430], [1.735, -3.443, -5.304], [2.306, -4.614, -4.224], [1.285, -2.522, -0.300]], "charge": 4, "spin_multiplicity": 5, "lumo_energy_ha": [-0.470, -0.537]}

=====

The records above give, respectively, DFT total energy values of -147936.3906, -127638.9490 eV.
The records above give, respectively, F_max values of 1.66, 4.57 eV/A.
The records above give, respectively, energy relative to the best compared isomer or geometry (same formula, charge and spin) values of 29.9, 0.0 kcal/mol.